ORCA calculation (wB97M-V/def2-TZVPD) on C8H19ClHoINO2P as an isolated structure in a non-equilibrium geometry.

Calculated values
Frontier orbital gap (alpha / beta) in eV: 8.09 / 8.21
Lowest unoccupied orbital energy (alpha / beta) in eV: -8.0 / -7.9

The geometry in ORCA input format:
```
! RIJCOSX wB97M-V def2-TZVPD def2/J DEFGRID3
* xyz 2 5
C 0.10206 -4.24301 -3.06004
I 1.06603 -2.45800 -2.14195
H -0.95359 -4.10385 -2.80989
H 0.53219 -5.14329 -2.61111
H 0.29676 -4.21054 -4.13901
Ho -0.36152 -0.63491 -0.24820
P 0.03635 1.62577 -1.95684
C 1.46488 2.14698 -2.94713
C -1.12728 1.17913 -3.29436
H -1.54270 3.17685 -0.96077
H -0.75974 3.84999 -2.43812
H 0.13776 3.80341 -0.88065
C -0.59774 3.28074 -1.50865
H -2.12814 1.02298 -2.87494
H -1.13811 2.02109 -4.00027
H 1.11613 2.81932 -3.74457
H 1.95769 1.27997 -3.39723
H -0.78959 0.26576 -3.79919
H 2.18513 2.68383 -2.31836
C 1.90463 0.28010 -0.55319
O 3.02742 0.50438 -0.71697
Cl -2.61380 0.36133 -0.06404
C 0.43545 -2.04390 4.18883
N -0.14562 -0.70323 4.07434
C -0.60725 -0.00348 5.27275
C -0.31737 -0.17102 2.88841
O 0.02607 -0.80489 1.82621
H 0.43104 -2.28759 5.25284
H 1.46316 -2.06417 3.79499
H -0.15217 -2.78349 3.62286
H -0.07197 0.94757 5.39678
H -1.67741 0.23181 5.19451
H -0.42599 -0.65284 6.12870
H -0.77276 0.82718 2.82420
*
```



ORCA calculation (wB97M-V/def2-TZVPD) on C4H22CdO8 as an isolated structure in a non-equilibrium geometry.

Calculated values
Frontier orbital gap in eV: 7.19
Lowest unoccupied orbital energy in eV: -2.6

The geometry in ORCA input format:
```
! RIJCOSX wB97M-V def2-TZVPD def2/J DEFGRID3
* xyz 0 1
Cd -1.29604 2.10833 0.46126
C -2.80476 -2.10856 1.52228
C -2.79233 -0.83454 0.63924
O -1.72941 0.06393 0.88391
H -3.74932 -2.65407 1.50650
H -2.67432 -1.87817 2.58003
H -2.07221 -2.86606 1.24222
H -3.74623 -0.33971 0.83271
H -2.87919 -1.17264 -0.39597
O 0.69684 1.66708 0.16704
H 0.63613 0.69788 0.25809
O 2.35444 1.25910 3.14779
H 2.20600 1.64806 2.28361
H 2.06966 0.34852 3.05484
O -1.60347 1.88153 -1.61434
H -2.08492 1.16218 -2.02876
H -1.23607 2.38158 -2.34590
O 1.95789 3.92546 0.98921
H 1.20417 4.43796 1.28526
H 1.58381 3.09048 0.68917
O 1.63099 1.82406 -2.37702
H 0.97024 2.40309 -2.75865
H 1.29058 1.60800 -1.50060
O 3.29721 0.97700 -0.05381
H 3.33997 0.02090 0.00228
H 2.35711 1.17559 -0.10642
C 0.25545 -2.08102 -1.75241
C 0.55958 -2.89573 -0.46871
O 0.57013 -1.93917 0.59867
H -0.65579 -1.47987 -1.73223
H 0.19473 -2.67305 -2.66601
H 0.97151 -1.27184 -1.90213
H 1.51422 -3.37308 -0.69062
H -0.12197 -3.72690 -0.28349
H -0.21463 -1.38634 0.53297
*
```



ORCA calculation (wB97M-V/def2-TZVPD) on one molecule with the formula C3H6INS2 in a non-equilibrium geometry.

Calculated values
Frontier orbital gap (alpha / beta) in eV: 6.30 / 6.63
Lowest unoccupied orbital energy (alpha / beta) in eV: -1.3 / -1.1

The geometry in ORCA input format:
```
! RIJCOSX wB97M-V def2-TZVPD def2/J DEFGRID3
* xyz 0 1
C 0.60485 0.23610 3.00786
C -0.39908 -0.30278 -0.77437
C -0.72534 0.36933 0.54303
N 0.07602 -0.00492 1.61887
S 1.52201 -0.99424 3.66938
S 1.10729 0.40597 -1.58611
I 0.02671 -2.95354 4.06553
H 0.16594 1.00816 3.62112
H -1.16379 -0.43549 -1.45481
H 0.06201 -1.26687 -0.32521
H -1.22362 1.27063 0.42852
H 0.59680 -0.86722 1.31652
H 0.77351 1.29372 -2.51746
*
```